Computed, not measured: a molecular structure, C48H45BF3N6O7P4S3Y in a non-equilibrium geometry, with ωB97M-V with the def2-TZVPD basis set.

Summary:
- molecular weight (u) = 1194.73
- relative energy (zero: lowest compared OMol25 entry of this formula, charge and spin) (kcal/mol) = 0.00
- charge = -2
- Kohn-Sham gap (eV) = 6.1
- HOMO level (eV) = -2.6

Each line ends with the Mulliken charge.
Element x y z (Å)
Y (-1.1451, 1.2405, -0.2737)  -0.0972
S (-1.1865, -2.4554, 1.8077)  -0.6212
P (0.2448, -1.1059, 2.1686)  2.6405
C (0.0919, 0.5141, 1.6946)  -0.2878
P (-0.4556, 1.6560, 2.8169)  2.5634
S (-1.6864, 3.0434, 2.0445)  -0.8299
C (0.9551, 2.6223, 3.5170)  0.0970
C (2.2205, 2.4492, 2.9719)  -0.2770
C (3.2898, 3.2357, 3.3843)  -0.9803
C (3.1015, 4.2076, 4.3549)  -0.5566
C (1.8342, 4.4010, 4.8965)  -0.7034
C (0.7702, 3.6234, 4.4694)  -0.1956
C (-1.3105, 0.9711, 4.2884)  0.2125
C (-2.5376, 0.3513, 4.0572)  -0.1731
C (-3.2527, -0.2033, 5.1046)  -0.7583
C (-2.7610, -0.1316, 6.4033)  -0.5401
C (-1.5430, 0.4856, 6.6422)  -0.7841
C (-0.8179, 1.0252, 5.5872)  -0.5857
C (0.7568, -1.3092, 3.9431)  0.1812
C (1.9119, -0.6768, 4.3998)  -0.3391
C (2.3278, -0.8166, 5.7142)  -0.7931
C (1.5930, -1.6047, 6.5929)  -0.5194
C (0.4500, -2.2480, 6.1427)  -0.6175
C (0.0356, -2.1018, 4.8248)  -0.6588
C (1.8294, -1.7563, 1.4642)  0.2504
C (2.6835, -0.9167, 0.7599)  1.0175
C (3.9560, -1.3483, 0.3986)  -0.7788
C (4.3912, -2.6166, 0.7566)  -1.0777
C (3.5283, -3.4714, 1.4389)  -0.7258
C (2.2499, -3.0492, 1.7674)  -1.0626
H (2.3409, 1.6931, 2.2033)  0.4917
H (4.2687, 3.0884, 2.9424)  0.4629
H (3.9324, 4.8219, 4.6817)  0.3627
H (1.6746, 5.1713, 5.6419)  0.3813
H (-0.2233, 3.8076, 4.8626)  0.4347
H (-2.9319, 0.3016, 3.0481)  0.0886
H (-4.1975, -0.6931, 4.9023)  0.4408
H (-3.3234, -0.5638, 7.2233)  0.3411
H (-1.1390, 0.5274, 7.6472)  0.3780
H (0.1519, 1.4632, 5.7843)  0.3219
H (2.4941, -0.0679, 3.7196)  0.3037
H (3.2243, -0.3087, 6.0510)  0.4289
H (1.9127, -1.7147, 7.6231)  0.3445
H (-0.1335, -2.8580, 6.8229)  0.4026
H (-0.8606, -2.5911, 4.4613)  0.3417
H (2.3316, 0.0742, 0.5009)  -0.5456
H (4.6169, -0.6796, -0.1425)  0.3733
H (5.4040, -2.9314, 0.5204)  0.4895
H (3.8555, -4.4654, 1.7278)  0.3699
H (1.5739, -3.7112, 2.2981)  0.4824
B (-4.5756, 2.9829, -0.3639)  0.2172
N (-3.8329, 3.1028, -1.7227)  -0.3316
C (-4.2920, 3.6315, -2.8613)  -0.2159
C (-3.2920, 3.5679, -3.8168)  -1.4925
C (-2.2308, 2.9617, -3.1429)  -0.1638
N (-2.5632, 2.6792, -1.8873)  0.5752
N (-4.6472, 1.4751, 0.0194)  -0.5867
C (-5.7493, 0.7338, 0.1722)  -0.0844
C (-5.3811, -0.5621, 0.4901)  -1.4462
C (-3.9858, -0.5202, 0.4986)  -0.3155
N (-3.5554, 0.7113, 0.2233)  0.9819
H (-5.7172, 3.3599, -0.5369)  -0.2305
H (-3.9939, 3.6072, 0.4811)  -0.1873
H (-5.2956, 4.0221, -2.8993)  0.4113
H (-3.3148, 3.9253, -4.8318)  0.4640
H (-1.2433, 2.7430, -3.5140)  0.4822
H (-6.7164, 1.1911, 0.0432)  0.4151
H (-6.0205, -1.4067, 0.6806)  0.4197
H (-3.2649, -1.2998, 0.6987)  0.3913
C (2.7410, 3.7425, -3.5780)  -1.8274
C (2.2410, 3.0876, -2.2978)  1.3558
O (3.3567, 2.8955, -1.3925)  -0.6766
P (1.7307, 1.3534, -2.5387)  -0.2503
O (3.0985, 0.6774, -3.0283)  -0.5716
O (0.8037, 1.2266, -3.8097)  -0.6989
O (1.1519, 0.7169, -1.3399)  1.0443
P (0.8712, 4.0767, -1.5051)  0.4303
O (1.7958, 4.9450, -0.4711)  -0.6297
O (0.2256, 4.8995, -2.5408)  -0.8635
O (0.1171, 3.1267, -0.6192)  -0.1614
H (3.4831, 3.1118, -4.0713)  0.3660
H (3.2021, 4.6977, -3.3226)  0.4284
H (1.9113, 3.9371, -4.2548)  0.2878
H (3.1720, 3.4396, -0.6129)  0.4389
H (3.7909, 0.8952, -2.3821)  0.3529
H (-0.0106, 0.7156, -3.5568)  -0.2872
H (1.3372, 5.0090, 0.3823)  0.3827
N (4.4304, -5.4738, -1.2568)  -0.2386
C (3.2099, -5.9627, -1.5256)  -0.2423
S (2.9329, -7.5636, -1.8151)  -0.3873
C (2.1529, -4.9137, -1.5641)  0.8370
C (2.4558, -3.6227, -1.9845)  -0.7087
C (1.4456, -2.6744, -1.9877)  -0.0609
N (0.2052, -2.9337, -1.6005)  0.2923
C (-0.0750, -4.1585, -1.1723)  -0.9234
C (0.8556, -5.1880, -1.1485)  -0.5674
H (5.1860, -6.1275, -1.1479)  0.2429
H (4.5167, -4.5468, -0.8635)  0.0784
H (3.4431, -3.3512, -2.3338)  0.5542
H (1.6425, -1.6585, -2.3162)  0.2114
H (-1.0877, -4.3225, -0.8216)  0.3884
H (0.5888, -6.1773, -0.8035)  0.4305
F (-3.5220, -1.7740, -9.2718)  -0.2866
C (-2.4355, -2.3119, -8.6798)  0.9255
F (-2.5548, -3.6556, -8.7986)  -0.2765
F (-1.3781, -1.9682, -9.4581)  -0.2696
C (-2.2702, -1.8768, -7.2603)  0.3987
C (-2.9182, -0.7451, -6.7813)  -0.8127
C (-2.7207, -0.3345, -5.4746)  -0.5193
C (-1.8680, -1.0497, -4.6259)  0.7094
C (-1.2202, -2.1866, -5.1240)  -0.4590
C (-1.4202, -2.5974, -6.4277)  -0.8719
C (-1.6486, -0.6080, -3.2845)  -0.2201
C (-1.5173, -0.1999, -2.1379)  -0.1167
H (-3.5787, -0.1830, -7.4285)  0.4064
H (-3.2115, 0.5513, -5.0906)  0.4969
H (-0.5661, -2.7421, -4.4643)  0.4845
H (-0.9174, -3.4815, -6.7995)  0.3865